# 1
Molecular formula: C23H30BrF4N6O4SiV
Method: DFT, ωB97M-V with the def2-TZVPD basis set

Structure (XYZ):
```
70
Properties=species:S:1:pos:R:3:lowdin_spin:R:1
Br -2.32996 0.03159 -7.00522 0.0000
V -0.31100 -0.59400 0.06102 1.0818
Si 2.90956 -1.54673 -0.04892 -0.0042
F 1.29563 0.85937 1.44522 0.0076
F 0.02008 0.00483 6.60802 0.0008
F 2.46780 2.29839 3.31498 0.0008
F -1.21722 -1.38659 4.79973 -0.0016
O -3.01039 0.06935 0.30462 0.0025
O -0.67885 -0.17189 -1.83388 0.0068
O 0.96452 1.29552 -1.59172 0.0058
O 1.24652 -1.20653 -0.17015 -0.0499
N 0.73943 2.36778 -5.59757 0.0000
N -1.15568 1.35483 0.37167 -0.0056
N -1.32040 -2.43115 -0.25500 -0.0114
N 0.26971 3.22710 0.32746 0.0006
N -0.60919 -1.01484 1.92836 -0.0269
N -2.03975 3.38675 0.69517 0.0012
C 0.34257 0.23895 5.33679 0.0008
C -2.11648 4.82985 0.81555 0.0001
C -0.98145 0.45246 -4.53314 0.0001
C -2.10151 -2.67282 0.98599 0.0019
C -0.03861 -0.33001 2.99338 0.0038
C -1.05467 0.81893 -5.86166 0.0000
C 0.81410 2.01664 -4.31979 0.0002
C 0.12417 0.73167 -2.29663 0.0049
C 3.12120 -2.37651 1.60216 -0.0008
C 1.28234 1.20364 5.03917 -0.0066
C -0.30667 -0.50313 4.36282 -0.0046
C -0.02069 1.06712 -3.74094 -0.0003
C 3.27028 -2.67392 -1.47928 -0.0015
C 1.56209 1.39438 3.70350 0.0006
C -0.34178 -3.53139 -0.43697 -0.0002
C -0.92686 2.68379 0.46003 0.0001
C -2.24346 -2.45300 -1.41396 0.0011
C 3.84376 0.04692 -0.17847 -0.0011
C 0.92684 0.65125 2.73428 -0.0047
C -0.17912 1.77847 -6.35520 0.0001
C -2.50126 1.16319 0.45466 0.0009
C -1.31147 -2.27266 2.21041 0.0004
C -3.17939 2.48707 0.73833 -0.0001
H -2.99924 -2.06603 0.92153 0.0000
H -3.91904 2.72585 -0.02731 0.0000
H -1.66931 -2.37991 -2.33277 -0.0001
H 2.97717 -2.19625 -2.41686 0.0000
H 1.57429 2.50178 -3.72052 0.0000
H 1.77217 1.77442 5.81360 -0.0003
H 0.25775 -3.33874 -1.32259 0.0000
H 0.31147 -3.59886 0.42942 0.0000
H 3.73285 0.66328 0.71351 0.0000
H -2.02317 -2.17193 3.02468 -0.0007
H -2.79778 -3.39465 -1.40231 -0.0005
H 2.74298 -3.62530 -1.39554 0.0000
H -0.22370 2.07724 -7.39552 0.0000
H 2.55459 -3.30787 1.66494 0.0000
H -2.93391 -1.61819 -1.34873 0.0000
H 4.17084 -2.61758 1.78123 -0.0001
H 2.79028 -1.71974 2.41065 0.0000
H 4.33798 -2.89229 -1.53867 -0.0003
H 3.49144 0.61618 -1.04063 0.0000
H -0.88427 -4.47181 -0.55965 -0.0004
H 0.98255 2.65084 -0.10573 0.0000
H -1.65029 -0.28702 -4.11612 0.0000
H -2.39370 -3.72568 1.03035 -0.0002
H -1.58924 5.31617 -0.00678 0.0000
H 4.90742 -0.15939 -0.31586 -0.0002
H -3.16039 5.12566 0.75964 0.0000
H 0.38296 4.22564 0.33328 0.0000
H -1.70804 5.17414 1.76676 0.0001
H -0.59198 -3.04564 2.50628 -0.0011
H -3.66742 2.47100 1.71494 -0.0001
```

**Energy relative to the best compared isomer or geometry (same formula, charge and spin)**: 0.139 eV
**Largest force on an atom**: 0.45 eV/A
**<S²>**: 0.767
**Electronic energy**: -5730.9165 Eh
**LUMO (spin up / spin down)**: -3.74 / -3.08 eV
**Multiplicity**: 2
**Charge**: +1



# 2
Molecular formula: C23H30BrF8N2O5S2
Method: DFT, ωB97M-V with the def2-TZVPD basis set

Structure (XYZ):
```
71
Properties=species:S:1:pos:R:3:mulliken_charge:R:1
Br -1.62880 -1.18340 1.32740 0.2436
S 5.09458 3.82039 -0.44139 1.1600
S -1.09671 2.28624 -0.71097 1.4554
F -8.06845 -0.47687 0.23066 -0.2746
F -7.08677 -1.58817 1.82684 -0.2553
F 3.11823 -1.56661 -0.13553 -0.3474
F -7.80834 -2.63448 0.06636 -0.2569
F 2.25367 0.44019 -0.25145 -0.2632
F -3.10036 -4.46285 -0.46365 -0.3550
F 1.54095 -0.97241 1.23471 -0.2783
F -1.95462 -3.19369 -1.79311 -0.3259
O 4.07564 4.64156 0.16701 -0.6320
O -0.67497 1.25326 -1.63811 -0.6799
O 1.47202 -1.04494 -2.34527 -0.7168
O -2.42635 2.22040 -0.15134 -0.7299
O 5.32932 3.88176 -1.85965 -0.6964
N -3.08162 -4.16684 2.20361 -0.4396
N -0.17691 -4.81908 0.28656 0.0105
C -2.62269 -3.18781 -0.59830 1.6119
C 6.56450 2.98663 1.56117 -0.6218
C -1.73923 -3.97343 1.71928 -0.5735
C -1.54460 -2.96081 0.54722 0.2409
C 6.62956 4.03413 0.45373 -0.7282
C 0.29289 4.54974 -0.52057 -0.9611
C -7.22036 -1.49066 0.48130 0.8865
C -4.95656 -2.34432 -0.10102 -0.8269
C 1.12452 3.41917 0.10069 -0.1118
C -0.07490 -3.33272 0.17454 -0.4310
C 0.93760 -1.31630 -1.06907 1.9958
C -3.70809 -2.16730 -0.67634 -0.0505
C 1.97763 -0.86181 -0.04481 0.5618
C 4.80829 2.11656 0.05715 -0.1300
C -1.07422 -5.16935 1.12662 -0.4280
C 0.11198 2.39453 0.60589 -0.4479
C 6.01790 1.70855 0.90649 -0.7102
C -4.29685 0.05955 -1.37671 -0.5109
C -5.55467 -0.08531 -0.79205 -0.8492
C -0.76892 3.90227 -1.42032 -0.9160
C -5.87781 -1.29150 -0.17112 0.2286
C 0.65559 -2.81853 -1.06232 -1.7957
C -3.39435 -0.98028 -1.33456 -0.8420
H 0.37676 -5.47030 -0.25838 0.3371
H -1.06189 -3.58847 2.50418 0.4827
H -0.41108 2.74702 1.49502 0.4561
H -3.47185 -3.26864 2.47002 0.2865
H 3.88483 2.10989 0.63037 -0.0427
H 1.61803 -3.33565 -1.14132 0.3837
H 1.76848 2.96691 -0.65662 -0.0261
H 5.74090 0.96205 1.64975 0.3260
H -1.70403 4.45565 -1.44857 0.4316
H -0.40495 3.73868 -2.43305 0.3900
H -5.23066 -3.26299 0.40278 0.5661
H 4.69450 1.51333 -0.83953 0.3780
H 6.78493 1.26713 0.26791 0.3368
H 1.19343 -0.16209 -2.61887 0.4862
H 0.53043 1.40855 0.78424 -0.1470
H 0.50180 -3.02764 1.05456 0.7608
H -6.26172 0.73188 -0.81464 0.5082
H 5.88413 3.32251 2.34653 0.2887
H 0.02540 -0.73023 -0.92728 -0.8963
H -1.31164 -6.20514 1.33922 0.4465
H 1.76326 3.77834 0.90505 0.5410
H -2.41821 -0.85525 -1.78619 0.4285
H 7.54213 2.82558 2.01184 0.3783
H 6.68650 5.05945 0.81085 0.4109
H 7.44081 3.83432 -0.24544 0.3519
H -3.97844 0.97329 -1.85773 0.4259
H 0.91356 5.23790 -1.09022 0.3716
H -0.19382 5.12317 0.26993 0.3621
H -3.08766 -4.75131 3.03078 0.2964
H 0.11837 -3.02344 -1.97469 0.4718
```

**Largest force on an atom**: 0.68 eV/A
**Electronic energy**: -5549.2396 Eh
**LUMO**: -4.44 eV
**Charge**: +1



# 3
Molecular formula: C23H30CdClN9O5S4Sb
Method: DFT, ωB97M-V with the def2-TZVPD basis set

Structure (XYZ):
```
74
Properties=species:S:1:pos:R:3:lowdin_spin:R:1
Sb 0.07494 3.57164 -1.98636 0.5819
Cd -2.02654 0.45313 0.30923 0.0001
Cl -8.02543 -2.92147 3.82702 0.0000
S 0.35275 5.48472 -3.24411 0.2732
S -3.11097 2.45438 -0.65484 0.0298
S 2.34327 -0.67671 2.80150 -0.0001
S -2.25705 2.79399 -2.54931 0.0462
O -3.94161 -0.91486 -0.53332 0.0002
O 2.65553 -1.88602 2.03953 0.0000
O 2.31386 -0.83366 4.23652 0.0000
O -1.28393 -1.62739 -0.29965 -0.0001
O -3.13015 -0.13281 2.17916 -0.0001
N 0.98008 -1.57523 -0.55068 0.0000
N 1.03905 -0.08380 2.13675 -0.0002
N -0.00805 -2.86904 1.09816 0.0000
N -0.41216 1.63771 1.69234 0.0020
N 1.29219 -0.99628 -4.20271 0.0010
N 6.92659 2.89741 1.45055 0.0000
N -0.09344 0.19636 -2.76503 0.0180
N -1.03297 -1.24698 -4.38088 0.0010
N 1.33134 1.94768 3.28244 0.0016
C -6.57218 -2.08915 3.29493 0.0000
C 5.82342 2.09175 1.78620 0.0000
C -4.20444 -0.73993 2.46653 0.0000
C 0.93057 3.19639 3.44475 0.0005
C 0.02055 -0.63964 -3.72122 0.0044
C 2.38671 -0.18096 -3.70834 0.0040
C 3.79330 0.96438 1.14770 0.0001
C -0.77734 2.90288 1.87090 0.0105
C 0.64665 1.17787 2.41062 0.0001
C -6.22823 -2.06227 1.97416 0.0000
C -5.06827 -1.40294 1.53250 0.0000
C 4.62880 0.73622 3.38422 0.0000
C -4.83614 -1.43841 0.09923 0.0001
C -4.62216 -0.80144 3.84171 0.0000
C -0.13565 3.74705 2.75967 0.0043
C -2.36270 -1.09979 -3.81768 0.0004
C 5.70086 1.55573 3.06516 0.0000
C 4.85614 1.78976 0.82940 0.0001
C 3.67663 0.43827 2.42604 0.0000
C -0.98068 -1.54977 -5.79233 0.0003
C 1.61364 -2.41348 -4.24052 0.0004
C -5.75764 -1.44656 4.24018 0.0000
C -0.14545 -1.97779 0.08137 0.0000
H 6.74375 3.52707 0.68453 0.0000
H -2.33935 -1.25238 -2.73982 0.0000
H 3.23237 -0.27726 -4.39448 0.0000
H -2.79486 -0.11259 -4.01970 0.0002
H 7.31757 3.39178 2.23708 0.0000
H 2.37187 -2.60219 -5.00606 0.0000
H -6.85754 -2.55447 1.24039 0.0000
H -3.00924 -1.86505 -4.25205 0.0000
H 0.85898 -2.81153 1.62117 0.0000
H -5.59798 -2.02748 -0.45527 0.0000
H 0.01458 -1.34837 -6.17899 0.0000
H 4.50418 0.33860 4.38275 0.0000
H -3.98355 -0.30483 4.56125 0.0000
H 1.50892 3.78953 4.14974 0.0000
H 4.93046 2.21762 -0.16419 0.0002
H 1.80734 -1.54735 0.03305 0.0000
H -6.03851 -1.46802 5.28628 0.0000
H 0.83097 -0.77976 -1.17111 -0.0001
H -0.84053 -2.92820 1.66291 0.0000
H -1.04761 0.53998 -2.66858 0.0021
H -1.60296 3.24162 1.25322 0.0058
H 2.71568 -0.49133 -2.70721 0.0002
H 2.07543 0.85872 -3.64796 0.0114
H 1.99808 -2.76343 -3.27455 0.0000
H -1.23106 -2.59982 -5.98520 0.0000
H -1.69634 -0.92832 -6.34374 0.0001
H 6.44633 1.79292 3.81724 0.0000
H 0.72625 -2.99614 -4.47702 0.0000
H 3.02838 0.75638 0.40876 0.0001
H -0.44532 4.77333 2.88609 0.0001
```

**Energy relative to the best compared isomer or geometry (same formula, charge and spin)**: 1.350 eV
**Largest force on an atom**: 0.30 eV/A
**<S²>**: 0.756
**Electronic energy**: -4224.6076 Eh
**LUMO (spin up / spin down)**: 3.84 / 3.84 eV
**Multiplicity**: 2
**Charge**: -2



# 4
Molecular formula: C23H30ClN5O3S
Method: DFT, ωB97M-V with the def2-TZVPD basis set

Structure (XYZ):
```
63
Properties=species:S:1:pos:R:3:mulliken_charge:R:1
Cl -0.85081 -2.16033 4.48521 -0.2099
S -0.77186 1.31146 -3.84972 -0.0779
O 1.81787 2.09068 -1.85024 -0.7246
O 0.18068 3.38186 2.87955 -0.5251
O -2.43776 3.48660 0.64959 -0.6464
N -0.23588 3.36638 0.14931 0.1342
N 1.10066 -2.29563 1.54348 -0.2710
N -0.57983 -3.26790 -1.67347 -0.3418
N 0.74817 0.55088 -0.61425 0.2340
N 1.03243 -4.46970 1.91040 -0.0661
C 0.03351 -4.57834 -1.67624 -0.8842
C -0.42733 3.63505 -2.31555 -0.9986
C 0.71020 0.00158 4.05705 -0.5928
C -0.38609 2.67823 -1.11747 0.0918
C 0.81482 1.72560 -1.25199 0.2981
C -0.83012 4.19324 2.31750 -0.8507
C 0.91961 1.30874 3.67157 -0.4342
C -1.62890 0.24059 3.55266 -0.7862
C 0.05626 -2.26451 -0.80940 1.8536
C 0.48883 -4.26256 0.67112 -0.1697
C -0.33770 0.02550 0.17746 0.8611
C -1.41798 1.55301 3.16426 -0.4091
C 0.53402 -2.91040 0.46094 -0.0527
C -0.14028 2.09887 3.22480 0.5942
C 0.79594 1.58682 -4.71636 -0.9016
C -1.27504 3.65716 0.94860 0.5546
C 1.79542 -0.43102 -0.81572 -1.1612
C -0.97877 -1.16260 -0.53631 -1.7909
C 1.23391 -1.62976 -1.57487 -1.3193
C -0.00047 -5.27345 -0.29824 -0.6632
C 1.38178 -3.24884 2.38596 -0.8526
C -1.24331 3.02744 -3.44805 -0.9166
C -0.56967 -0.52800 3.99761 0.4172
H -1.15666 3.61640 -4.36130 0.5793
H 2.16408 -0.75152 0.16272 0.4032
H -1.08501 0.78619 0.39155 0.3015
H 0.59574 3.83555 -2.64110 0.3307
H -2.62165 -0.17852 3.50634 0.4451
H 1.07308 -4.46243 -1.99144 0.2652
H 0.70280 3.55225 0.47010 0.3324
H 1.90545 1.74334 3.71117 0.4517
H -0.37630 5.18098 2.19789 0.3914
H -2.26033 2.12551 2.81247 0.4529
H 2.59877 0.04246 -1.38132 0.5889
H -1.78619 -1.55688 0.08403 0.4651
H 1.54489 1.92478 -4.00524 0.2326
H 0.86322 -1.31319 -2.55088 0.3577
H 1.84056 -3.10568 3.34286 0.5269
H -1.33618 2.13795 -1.08447 0.4677
H -1.70018 4.28001 2.97753 0.3808
H -1.02476 -5.57952 -0.05778 0.2747
H 0.08666 -0.32134 1.12585 -0.7064
H -2.29407 2.96187 -3.16454 0.3938
H -1.39175 -0.84184 -1.49515 0.3975
H 0.62819 -6.16693 -0.29741 0.4151
H -0.89170 4.57630 -2.01433 0.3479
H 1.13994 -5.35616 2.37485 0.2020
H 1.53431 -0.60285 4.39838 0.3698
H 2.02513 -2.36449 -1.72399 0.4198
H -1.55775 -3.35749 -1.41709 0.3406
H 1.08792 0.63145 -5.13984 0.3519
H -0.48378 -5.18749 -2.42085 0.4433
H 0.64322 2.31461 -5.50819 0.3843
```

**Energy relative to the best compared isomer or geometry (same formula, charge and spin)**: 0.000 eV
**Largest force on an atom**: 0.76 eV/A
**Electronic energy**: -2252.3833 Eh
**LUMO**: 0.55 eV
**SMILES**: CSCC[C@H](NC(=O)COc1ccc(Cl)cc1)C(=O)N1CCC2(CC1)NCCc1[nH]cnc12